Record 1
Density functional theory data (wB97M-V/def2-TZVPD) for 2 unconnected molecules or ions with the total composition C5H11NO in a non-equilibrium geometry.

```
18
Properties=species:S:1:pos:R:3:forces:R:3:lowdin_charge:R:1
O -2.8362 0.8105 -0.4960 -0.054 -0.279 -0.412 0.18
N 2.2753 -1.9515 -0.8552 0.461 -0.649 -0.243 0.13
C -2.3562 1.5567 0.2957 -0.266 1.002 0.966 -0.16
C -0.0674 0.3323 0.6308 -0.970 -2.012 0.696 -0.36
C 1.0040 0.5863 -0.5064 0.257 0.381 -1.165 0.01
C -0.7403 -1.0301 0.3333 -0.555 0.768 -0.274 -0.03
C -0.9639 1.4107 0.8149 2.246 -0.291 -0.396 0.22
H 2.8642 -2.6828 -0.4460 0.016 0.002 -0.001 0.03
H 1.6739 1.4166 -0.2991 -0.073 0.026 0.069 0.09
H -0.0055 -1.8242 0.3254 -0.032 -0.057 0.181 0.07
H 0.4795 0.7367 -1.4523 -0.077 0.303 0.119 0.10
H -1.5692 -1.1882 1.0229 0.297 -0.348 0.273 0.10
H 2.7197 -1.7349 -1.7541 0.064 -0.179 -0.012 0.03
H 1.5494 -0.3911 -0.6486 -0.676 0.983 0.887 0.02
H -0.4982 2.2225 1.3746 -0.555 0.410 -0.085 0.16
H -2.8505 2.4280 0.7544 -0.423 -0.088 -0.334 0.14
H 0.5557 0.2709 1.5374 0.085 0.225 -0.015 0.18
H -1.2343 -0.9686 -0.6318 0.256 -0.199 -0.254 0.09
```
Forces are in eV/Å.

Properties
Charge   +1
Total energy   -326.640584 a.u.
<S²>   0.753
Energy relative to the best compared isomer or geometry (same formula, charge and spin)   115.2 kcal per mole
Multiplicity   2
HOMO energy (alpha / beta)   -15.00 / -14.66 eV
HOMO-LUMO gap (alpha / beta)   0.2614 / 0.2486 hartree

=====

Record 2
Density functional theory data (wB97M-V/def2-TZVPD) for a molecular structure, C47H45FIN7O3PSSeV in a non-equilibrium geometry.

```
108
Properties=species:S:1:pos:R:3:forces:R:3:lowdin_charge:R:1
I 4.2927 1.2583 1.6487 0.123 0.295 -0.027 1.27
Se 0.6746 0.2620 2.3951 -0.098 -0.387 0.713 0.88
V 1.5770 0.8251 0.3136 3.047 -0.440 3.067 0.39
S 2.7776 -2.4692 -1.9226 0.015 0.197 0.130 1.20
P 2.0679 3.1944 0.0794 0.267 1.058 -0.213 1.04
F -1.7266 -5.8910 -1.2205 -0.004 -0.021 0.006 0.08
O 0.0454 -1.3045 -0.4412 -0.125 -0.012 0.006 -0.02
O 0.1402 1.3249 -0.2974 -2.890 1.059 -1.962 -0.28
O -1.7588 2.3667 0.1928 0.355 -0.092 -0.170 0.15
N 2.3703 -0.1987 -3.3824 -0.033 -0.029 0.159 0.18
N -6.3386 -7.8627 -1.8578 -0.027 0.041 -0.027 0.07
N 2.2648 1.1400 6.7156 0.164 0.107 0.419 0.08
N -4.5532 -5.6922 -1.3918 -0.171 -0.133 -0.053 -0.08
N 2.6120 -0.0969 -1.0612 0.300 -0.125 -1.439 -0.12
N -4.0402 -0.9294 -0.6358 -0.027 0.243 0.064 -0.01
N 2.6947 -0.8850 0.0335 0.120 -0.901 0.040 -0.18
C 5.5091 2.5776 0.5223 -0.268 -0.402 0.124 -0.55
C 0.8323 3.8064 -4.3299 -0.010 -0.004 -0.015 -0.05
C 3.0424 0.4741 5.8761 -0.193 -0.029 -0.186 -0.12
C 3.6258 4.1924 -0.0256 -0.129 0.014 0.129 -0.28
C -1.5176 -3.5891 -0.9375 0.057 -0.042 -0.038 0.09
C -1.1883 -1.1723 -0.5243 0.053 0.176 0.025 -0.28
C -6.8116 -6.6144 -1.1782 0.019 0.361 0.307 -0.08
C 4.2878 6.4170 -0.7655 0.091 0.082 -0.041 -0.03
C 1.7961 -4.2427 0.7700 0.042 0.070 0.006 -0.08
C -3.4705 -2.1897 -0.7970 0.280 -0.176 0.028 -0.11
C 3.3129 5.4885 -0.3866 0.045 -0.207 0.125 -0.07
C 2.6577 0.1732 4.5726 0.122 -0.078 -0.049 -0.15
C -4.0702 -6.9075 -2.0280 -0.144 0.035 -0.057 -0.13
C 6.8274 2.2287 0.4564 -0.145 -0.079 0.074 -0.14
C 2.5494 -0.7619 -2.1927 0.233 -0.309 -0.185 -0.61
C 2.7804 -2.1461 -0.1996 0.242 0.110 -0.237 -0.53
C -3.7153 -4.5909 -1.1725 0.137 0.229 0.064 -0.13
C 1.4273 0.6331 4.1362 -0.054 0.159 -0.278 -0.59
C -5.9582 -1.0469 0.9183 0.104 -0.012 -0.135 -0.04
C 0.8851 4.7624 3.6158 -0.041 -0.028 -0.007 -0.05
C 7.7591 3.1254 -0.0922 0.101 0.100 -0.042 -0.05
C 0.6058 1.3261 5.0132 0.008 0.085 -0.018 -0.12
C -1.8828 0.0814 -0.3804 0.472 -0.179 -0.074 -0.02
C 5.5933 6.0270 -0.8266 -0.060 0.074 -0.048 0.01
C -0.1354 3.9356 -3.3460 -0.002 0.025 -0.033 -0.04
C -0.0832 5.6972 3.2767 0.037 -0.008 0.038 -0.04
C 4.9920 3.7989 0.0325 0.137 0.122 -0.124 -0.21
C 0.1876 3.7458 -2.0079 0.011 -0.072 -0.058 -0.08
C -5.4971 -0.7382 -0.5035 -0.191 -0.072 0.296 -0.16
C 1.1089 4.1476 1.2948 -0.099 -0.059 -0.086 -0.34
C 1.4988 3.4542 -1.6425 -0.055 -0.064 -0.008 -0.34
C -2.3134 -4.6835 -1.1210 0.036 0.053 0.043 -0.18
C 2.1326 3.4648 -3.9769 -0.007 -0.048 -0.043 -0.07
C -4.2602 -3.3233 -1.0092 -0.150 -0.067 -0.008 0.07
C -1.1935 1.3600 -0.1363 -1.568 0.230 0.339 -0.50
C 2.9168 -3.2003 0.8369 -0.173 -0.172 0.027 -0.19
C -3.2514 0.1258 -0.4273 -0.010 0.022 -0.061 0.06
C 1.0720 1.5448 6.3047 -0.036 -0.068 -0.237 -0.12
C 2.4649 3.2940 -2.6428 0.031 -0.021 0.114 -0.11
C -2.0702 -2.3200 -0.7603 -0.202 -0.067 -0.057 -0.04
C 7.3421 4.3575 -0.4969 0.081 -0.071 0.020 0.00
C -0.4424 5.8664 1.9495 -0.057 0.069 -0.013 -0.05
C 0.1577 5.1075 0.9573 -0.004 -0.046 -0.070 -0.08
C 1.4685 3.9815 2.6332 0.061 0.008 -0.032 -0.10
C 5.9777 4.7277 -0.4363 -0.150 -0.163 0.064 -0.14
C -5.2131 -7.5566 -2.8000 0.405 0.067 -0.111 -0.08
C -5.6356 -5.9661 -0.4588 0.080 -0.063 -0.087 -0.12
H 3.9936 7.4205 -1.0402 0.004 0.000 0.016 0.12
H -5.7136 0.2982 -0.7512 0.074 0.011 -0.068 0.13
H -0.4437 -3.7102 -0.9036 -0.022 0.011 -0.003 0.12
H 2.8935 3.3613 -4.7400 0.019 0.024 0.003 0.12
H -0.5903 3.8207 -1.2629 -0.005 -0.029 -0.019 0.08
H 0.8260 -3.7622 0.8939 0.019 -0.013 0.020 0.07
H 2.2783 5.8035 -0.4015 -0.019 0.033 -0.051 0.11
H -5.5957 -6.8782 -3.5600 -0.098 -0.021 0.020 0.15
H 8.8007 2.8411 -0.1455 0.003 0.024 -0.002 0.12
H -5.7347 -2.0799 1.1877 -0.032 0.001 0.031 0.07
H -4.8853 -8.4803 -3.2736 -0.087 -0.054 0.062 0.15
H -7.1091 -8.3138 -2.3531 -0.025 -0.041 -0.006 0.19
H 7.1668 1.2816 0.8538 -0.001 0.006 0.000 0.10
H -1.1847 6.6054 1.6785 0.012 0.001 -0.004 0.12
H 0.5822 3.9822 -5.3677 -0.017 -0.022 0.003 0.12
H 3.8846 -3.6898 0.7054 0.035 0.050 0.042 0.13
H -7.6020 -6.8654 -0.4731 -0.003 -0.126 -0.056 0.15
H 2.2368 3.2730 2.9117 0.030 -0.105 0.032 0.07
H -7.0296 -0.8816 1.0209 0.005 -0.008 -0.043 0.09
H 1.1934 4.6487 4.6457 0.008 -0.039 0.029 0.12
H -6.0081 -8.5226 -1.1491 -0.054 -0.086 -0.008 0.19
H 3.3051 -0.4241 3.9443 -0.004 -0.006 -0.019 0.06
H -5.2932 -6.6331 0.3480 -0.003 0.027 0.025 0.15
H 0.4599 2.0685 7.0307 0.005 0.001 -0.023 0.12
H -5.9805 -5.0480 0.0085 -0.032 0.001 0.013 0.13
H -3.6619 -7.6233 -1.3008 0.034 0.014 -0.010 0.14
H 1.9261 -4.9715 1.5670 0.010 -0.010 -0.010 0.09
H -0.5409 6.3045 4.0462 -0.007 0.002 -0.015 0.12
H 1.8143 -4.7809 -0.1799 -0.032 -0.009 0.010 0.08
H -0.3653 1.6870 4.7016 0.000 0.023 0.036 0.10
H 2.9202 -2.7034 1.8071 0.025 0.042 -0.013 0.12
H -3.2843 -6.6775 -2.7412 -0.001 -0.016 -0.008 0.14
H -5.3337 -3.2253 -1.0715 0.000 0.000 -0.010 0.11
H 8.0554 5.0831 -0.8662 -0.011 0.002 -0.008 0.13
H 6.3582 6.7129 -1.1682 0.008 -0.003 0.018 0.13
H -6.0113 -1.3506 -1.2398 0.048 0.024 -0.075 0.12
H 4.0059 0.1574 6.2588 -0.003 -0.030 -0.037 0.12
H -7.2090 -5.9514 -1.9444 0.001 -0.084 -0.077 0.15
H -0.1133 5.2905 -0.0726 0.018 0.020 0.078 0.10
H -1.1487 4.2005 -3.6183 -0.003 -0.009 0.014 0.12
H 2.2214 0.8003 -3.4421 0.038 0.053 -0.017 0.10
H 2.4090 -0.7331 -4.2327 -0.013 -0.015 -0.007 0.13
H 3.4910 3.0634 -2.3751 0.015 0.053 -0.015 0.12
H -3.7402 1.0831 -0.2935 -0.058 -0.036 0.027 0.16
H -5.4443 -0.3955 1.6254 -0.033 -0.006 0.025 0.09
```
Forces are in eV/Å.

Properties
Charge   +3
Total energy   -6908.786499 a.u.
<S²>   0.791
Energy relative to the best compared isomer or geometry (same formula, charge and spin)   25.8 kcal per mole
Multiplicity   2
HOMO energy (alpha / beta)   -14.05 / -14.05 eV
HOMO-LUMO gap (alpha / beta)   0.2303 / 0.2537 hartree

=====

Record 3
Density functional theory data (wB97M-V/def2-TZVPD) for 13 unconnected molecules or ions with the total composition H26O13.

```
39
Properties=species:S:1:pos:R:3:forces:R:3:lowdin_charge:R:1
O -2.1813 0.2381 1.7764 0.245 -0.366 0.222 -0.07
O -0.9365 -2.7837 -1.7299 -0.374 -0.190 0.126 -0.07
O 0.8513 1.6913 2.3406 0.098 -0.263 -0.077 -0.06
O 3.5197 -1.3605 -0.3463 -0.236 0.060 0.222 -0.06
O -1.0139 2.9125 -2.2331 -0.425 0.044 -0.236 -0.06
O 1.0197 -2.5785 0.3382 0.198 -0.010 0.592 -0.08
O 0.9142 -1.1305 2.8890 0.115 0.086 -0.356 -0.05
O -1.8979 -2.6357 0.9037 -0.461 0.539 0.207 -0.05
O 4.3421 1.6663 -0.0921 0.173 0.110 0.308 -0.06
O -1.7946 -0.3040 -2.8892 0.173 0.377 -0.114 -0.05
O -0.2103 0.1530 -0.1434 0.128 0.172 0.247 -0.05
O 1.6912 2.1763 -1.1371 -0.223 -0.158 0.084 -0.05
O -2.9643 1.7902 -0.5714 0.049 -0.255 -0.196 -0.05
H 0.8982 -3.2649 -0.3278 -0.013 0.212 -0.148 0.06
H 4.1553 -1.6936 0.2948 0.018 0.106 -0.059 0.04
H -0.4276 0.2922 -1.0747 0.106 -0.275 0.059 0.03
H 1.4260 -1.7016 3.4713 -0.026 0.051 -0.014 0.06
H 1.0700 0.7717 2.5857 -0.071 0.207 0.105 0.00
H 4.2302 2.3571 0.5670 0.047 0.045 -0.010 0.03
H -3.8542 1.4248 -0.6342 0.129 0.049 0.085 0.06
H 1.1298 -1.4461 1.9923 -0.034 -0.164 0.314 0.02
H 3.4640 1.2859 -0.1960 0.118 -0.218 -0.286 -0.01
H -1.2351 0.1843 1.5455 -0.120 0.149 -0.209 0.01
H 0.6248 0.6362 -0.0112 -0.346 -0.109 -0.256 0.03
H -2.4670 1.1703 -0.0064 -0.247 0.344 0.025 0.01
H -1.2524 -2.0334 -2.2549 0.011 -0.130 0.318 -0.01
H -2.2323 -1.7249 1.0356 0.218 -0.239 0.029 0.04
H 2.6482 -1.5986 0.0153 0.132 -0.195 -0.297 -0.01
H 0.8579 2.4203 -1.5731 0.057 0.115 0.207 0.01
H -1.1522 3.4394 -3.0290 0.178 -0.017 0.072 0.06
H 0.1258 -2.2404 0.4875 -0.056 -0.118 -0.356 -0.01
H -2.2060 0.1545 2.7365 -0.107 0.044 -0.086 0.07
H 0.1527 1.9476 2.9510 0.064 0.050 -0.064 0.04
H 1.6156 2.4947 -0.2292 -0.135 0.283 -0.102 0.04
H -1.9443 0.6196 -2.6314 -0.023 -0.119 -0.033 0.02
H -1.1397 -0.2617 -3.5986 -0.116 0.078 0.049 0.07
H -2.4251 -3.1696 1.5080 0.125 -0.090 -0.070 0.07
H -1.5226 -2.8136 -0.9479 0.286 0.026 -0.479 0.01
H -1.8794 2.9150 -1.7816 0.346 -0.232 0.179 0.02
```
Forces are in eV/Å.

Properties
Charge   0
Total energy   -993.743874 a.u.
Energy relative to the best compared isomer or geometry (same formula, charge and spin)   18.4 kcal per mole
HOMO energy   -10.26 eV
HOMO-LUMO gap   0.3777 hartree

=====

Record 4
Density functional theory data (wB97M-V/def2-TZVPD) for a molecular structure, C4H8FNS in a non-equilibrium geometry.

```
15
Properties=species:S:1:pos:R:3:forces:R:3:lowdin_charge:R:1
S 0.2992 2.2657 -0.5971 -1.250 -1.200 -0.070 0.70
F 2.1388 -0.3369 -0.9527 0.582 -0.265 1.039 -0.11
N -1.2972 -1.1593 0.1600 -0.819 -1.925 4.757 -0.05
C -0.8542 0.0956 0.9441 -0.443 -0.326 -0.423 -0.17
C 0.1754 0.3776 -0.1078 -2.182 3.485 -0.128 -0.76
C -0.4974 -0.6991 -0.9108 2.025 -1.579 -4.819 -0.25
C 1.4778 -0.0445 0.2805 4.486 -0.161 1.366 -0.24
H -1.5514 0.8542 0.6765 -1.335 0.428 1.047 0.07
H 2.2199 0.7892 0.7744 -2.185 -2.074 -0.819 0.17
H -1.2863 -2.1607 0.7101 0.670 3.393 -2.326 0.18
H 1.3761 -0.9982 0.9778 0.627 1.715 -1.597 0.17
H 0.4709 -1.2471 -1.2407 -2.440 -0.348 -0.080 0.13
H -0.4703 0.1485 1.9673 -0.597 -0.484 0.046 0.12
H -1.1457 -0.4881 -1.8671 1.428 0.079 1.721 0.15
H -1.0555 2.6031 -0.8144 1.432 -0.736 0.285 -0.11
```
Forces are in eV/Å.

Properties
Charge   0
Total energy   -709.885808 a.u.
Energy relative to the best compared isomer or geometry (same formula, charge and spin)   64.8 kcal per mole
HOMO energy   -8.94 eV
HOMO-LUMO gap   0.3567 hartree

=====

Record 5
Density functional theory data (wB97M-V/def2-TZVPD) for 2 unconnected molecules or ions with the total composition C5H13N3 in a non-equilibrium geometry.

```
21
Properties=species:S:1:pos:R:3:forces:R:3:lowdin_charge:R:1
N -1.3396 1.3500 -0.5760 -0.338 -0.071 -0.204 0.11
N 0.7316 1.0929 -1.7641 0.490 -0.153 -1.038 0.03
N -0.3401 -1.6042 -0.1487 0.540 -1.090 -0.165 -0.02
C 0.9005 -1.6160 1.9438 -0.457 -0.261 -0.019 -0.11
C 0.0503 1.3611 -0.5933 -0.012 0.361 0.993 -0.53
C 0.3088 1.3789 -2.9197 -0.097 -0.103 0.194 -0.03
C 0.7978 1.5820 0.4957 -0.296 0.105 0.010 0.03
C -0.4691 -1.4790 1.2964 0.092 -0.154 0.030 -0.36
H -1.1503 -2.2251 1.7331 -0.034 0.136 0.029 0.10
H -0.8862 -0.4906 1.4863 -0.003 0.057 0.125 0.08
H -1.7783 1.8251 0.1951 0.077 0.024 -0.005 0.09
H -1.8248 1.4899 -1.4468 0.125 0.055 0.011 0.07
H 0.3648 1.8614 1.4415 -0.188 0.050 0.127 0.05
H 1.2457 -2.6538 1.8802 0.049 0.132 0.014 0.07
H 1.5945 -0.9746 1.4243 0.318 0.196 -0.112 0.05
H 0.8534 -1.3308 2.9899 0.088 -0.012 0.198 0.07
H 0.9439 1.1322 -3.7639 0.015 0.010 -0.073 0.06
H -0.6423 1.8700 -3.1648 -0.008 -0.033 0.192 0.07
H -1.2405 -1.5070 -0.5833 -0.291 0.032 -0.237 0.05
H 1.8633 1.4850 0.4564 0.245 -0.050 -0.190 0.05
H 0.0166 -2.5474 -0.3819 -0.316 0.769 0.119 0.08
```
Forces are in eV/Å.

Properties
Charge   0
Total energy   -362.519062 a.u.
Energy relative to the best compared isomer or geometry (same formula, charge and spin)   39.7 kcal per mole
SMILES string   C=NC(=C)N.CCN
HOMO energy   -7.98 eV
HOMO-LUMO gap   0.3289 hartree

=====

Record 6
Density functional theory data (wB97M-V/def2-TZVPD) for C4H7NO in the gas phase in a non-equilibrium geometry.

```
13
Properties=species:S:1:pos:R:3:forces:R:3:lowdin_charge:R:1
O -1.6418 -0.7270 -1.2673 -0.649 0.680 0.115 0.02
N 1.1374 0.1568 -1.0702 -0.608 -0.027 0.337 0.02
C -1.5802 0.1940 -0.4765 -0.024 -0.227 -0.435 -0.35
C 0.4884 0.4502 0.2418 -0.286 -0.198 0.815 -0.24
C -1.0169 0.0075 0.8681 0.475 0.245 -0.608 -0.07
C 1.6466 -0.4706 0.1263 0.001 -0.146 0.418 -0.16
H 1.3715 -1.5118 0.2748 0.203 0.019 0.085 0.11
H 0.6724 -0.4848 -1.7113 -0.306 0.014 0.449 0.09
H 0.6467 1.5171 0.4181 -0.061 -0.474 0.464 0.13
H -1.3994 -0.9790 1.2372 1.619 0.395 -0.273 0.13
H -1.6647 1.2655 -0.7285 -0.520 -0.059 -0.651 0.13
H -1.3007 0.7708 1.6161 0.318 -0.181 -0.588 0.10
H 2.6407 -0.1887 0.4714 -0.162 -0.041 -0.127 0.10
```
Forces are in eV/Å.

Properties
Charge   0
Total energy   -286.509884 a.u.
Energy relative to the best compared isomer or geometry (same formula, charge and spin)   76.4 kcal per mole
SMILES string   O=CC[C@H]1CN1
HOMO energy   -9.77 eV
HOMO-LUMO gap   0.3990 hartree